A molecular structure, C47H116NO21Zn at a distorted geometry. Source: the OMol25 dataset; level of theory: ωB97M-V with the def2-TZVPD basis set.

Last column: Mulliken charge in e.
Geometry (Å):
Zn  21.4809  -7.8823  4.8388  2.2697
C  19.3148  -11.5317  6.4804  0.2571
C  20.2080  -11.0025  7.5749  3.5760
C  20.5136  -12.1532  8.6038  1.0472
C  21.5582  -13.1749  8.2097  0.8571
C  22.8282  -12.5401  7.7496  0.9737
C  22.6256  -11.4507  6.6794  3.0329
N  21.5454  -10.5715  7.1276  0.1476
O  21.5032  -9.3588  6.4184  2.9749
C  22.4300  -12.1348  5.3111  -0.3153
C  23.9356  -10.6813  6.5674  -1.9834
C  19.4945  -10.0381  8.5655  -2.3930
H  19.7270  -12.1847  5.7112  -0.4356
H  18.9075  -10.7499  5.8293  -0.9480
H  18.4716  -12.0856  6.8970  -0.5022
H  19.5820  -12.7368  8.6475  -0.3298
H  20.6410  -11.8307  9.6370  -1.3448
H  21.2469  -13.7915  7.3614  -0.7170
H  21.8011  -13.7453  9.1111  -0.5413
H  23.3762  -13.4253  7.4100  -0.7380
H  23.3887  -12.1011  8.5806  -1.5893
H  21.6584  -12.9119  5.3050  -1.5279
H  23.3386  -12.5091  4.8418  0.6587
H  21.9626  -11.4275  4.6152  -0.4536
H  24.1955  -10.1261  7.4768  -0.1595
H  23.8595  -9.9253  5.7868  0.2913
H  24.7720  -11.3850  6.5561  0.2220
H  19.2706  -9.1965  7.8976  -0.1630
H  20.1619  -9.6013  9.3073  0.4126
H  18.5760  -10.4524  8.9756  0.4856
C  25.0534  -6.6029  3.0803  -1.2415
C  23.7782  -6.8190  3.5727  0.1409
C  22.6396  -6.2073  2.7894  0.7836
O  21.4387  -6.3477  3.2570  -0.6707
C  22.8139  -5.4873  1.6441  -0.6365
C  24.1293  -5.3199  1.0643  0.4069
C  25.3280  -5.6993  1.9983  0.3431
O  26.4203  -5.3138  1.6017  -0.6756
O  24.4024  -4.8184  -0.0126  -0.6868
O  23.6372  -7.4974  4.6593  -0.5023
H  25.8779  -7.0513  3.6200  0.1475
H  21.9637  -5.0259  1.1607  0.4135
C  19.0596  -16.7079  7.7884  -0.6163
C  17.9120  -16.8940  8.7349  0.8944
O  17.6436  -18.2555  9.0722  -0.5967
H  19.0328  -17.0848  6.7688  0.4730
H  20.0250  -16.9974  8.2170  0.2779
H  19.1931  -15.6177  7.7769  -0.2240
H  17.0409  -16.5010  8.1931  -0.5007
H  17.9424  -16.3557  9.6786  -0.0016
H  17.6778  -18.8217  8.2973  0.3310
C  21.4235  -9.0099  0.5918  -1.4500
C  21.0887  -9.6430  1.9315  0.2492
O  21.7359  -9.1330  3.0715  -0.3468
H  22.4973  -9.1316  0.4347  0.3719
H  21.0973  -7.9761  0.4676  0.2805
H  20.9100  -9.4576  -0.2635  0.4664
H  21.3273  -10.7202  1.9058  0.3146
H  20.0103  -9.7574  2.0741  -0.4281
H  22.6660  -9.2229  2.8114  -0.0609
C  27.2586  -9.1287  7.0697  -0.7634
C  27.0856  -7.8326  6.3301  -0.2038
O  25.9197  -7.1643  6.7832  -0.4134
H  27.4899  -8.9348  8.1193  0.3304
H  27.9199  -9.8480  6.5801  0.4093
H  26.3197  -9.6890  7.1151  0.1377
H  27.0201  -8.0150  5.2529  0.1279
H  27.9914  -7.2290  6.4405  0.3243
H  25.2349  -7.4024  6.1392  -0.0181
C  18.9644  -8.2703  13.9624  -1.0297
C  18.0769  -8.9503  12.9205  -0.3346
O  18.8921  -10.0166  12.4093  -0.4473
H  18.3650  -7.5469  14.5261  0.3697
H  19.8321  -7.8283  13.4773  0.2390
H  19.3438  -8.9378  14.7371  0.2910
H  17.8262  -8.2543  12.1167  0.2916
H  17.1273  -9.3275  13.3042  0.2917
H  19.0982  -9.8372  11.4866  0.1770
C  17.4321  -6.6352  5.4929  -1.4305
C  18.4568  -7.6832  5.8049  0.2207
O  19.3766  -7.8543  4.7024  0.4585
H  17.8359  -5.6565  5.2292  0.2914
H  16.6411  -6.5683  6.2373  0.4264
H  16.9847  -6.9243  4.5316  0.2362
H  17.9709  -8.6370  6.0217  0.1344
H  19.0396  -7.3825  6.6719  0.0364
H  18.7697  -7.9637  3.9567  -0.4896
C  17.2367  -10.6515  2.8189  -0.4328
C  16.6616  -9.4743  2.0743  -0.3322
O  17.6471  -8.3898  2.1491  -0.4115
H  17.2867  -10.3053  3.8601  -0.0450
H  18.2689  -10.8524  2.5428  0.0838
H  16.6319  -11.5475  2.9401  0.4437
H  15.8426  -8.8721  2.4826  0.3306
H  16.5020  -9.6089  0.9997  0.2511
H  17.2958  -7.6317  1.6773  0.2153
C  18.2616  -13.8811  11.4027  -0.9728
C  19.6250  -13.3797  11.8004  1.7282
O  20.0182  -13.8314  13.1019  -0.6382
H  17.5070  -13.1623  11.7287  0.1928
H  18.0984  -14.8412  11.8940  0.4964
H  18.1548  -14.0168  10.3258  -0.1550
H  19.6933  -12.2908  11.7709  -0.2473
H  20.3909  -13.7626  11.1206  -0.6347
H  19.6891  -13.1859  13.7352  0.3365
C  23.0995  -16.2430  10.8054  -0.2932
C  24.0025  -15.5441  11.7941  0.5046
O  23.7144  -15.7152  13.1926  -0.5831
H  23.0740  -17.3110  11.0300  0.4241
H  23.5244  -16.2477  9.7951  -0.2747
H  22.1442  -15.7498  10.6160  0.0633
H  24.0189  -14.4535  11.6871  -0.4977
H  25.0036  -15.8762  11.5111  0.3486
H  22.7712  -15.4951  13.1914  0.3629
C  16.0008  -13.2117  7.8124  -0.7271
C  16.1595  -14.0390  6.5032  0.0224
O  15.2459  -15.1028  6.5783  -0.6139
H  14.9123  -13.1864  7.9057  0.4408
H  16.3610  -12.1845  7.7368  0.2269
H  16.3482  -13.5880  8.7761  0.0142
H  17.1634  -14.4128  6.2704  0.0447
H  16.0009  -13.3482  5.6737  0.3044
H  15.6030  -15.8334  7.0853  0.2938
C  20.7170  -15.7232  4.5963  -0.0512
C  19.6987  -15.2448  3.5749  -0.6853
O  19.5683  -13.8339  3.5611  -0.5777
H  20.5105  -15.3093  5.5859  -0.2829
H  21.7158  -15.3088  4.4178  -0.1084
H  20.8569  -16.8005  4.5253  0.5896
H  18.7218  -15.7282  3.6698  0.3821
H  20.0096  -15.5590  2.5696  0.2931
H  20.2807  -13.4644  4.0900  0.1979
C  23.9485  -14.3106  0.9598  -1.3899
C  24.5895  -14.4628  2.3244  0.4844
O  24.9227  -13.1384  2.7724  -0.4726
H  24.6734  -13.9065  0.2486  0.3654
H  23.0917  -13.6429  0.8958  0.2695
H  23.7328  -15.2985  0.5450  0.3838
H  25.4761  -15.0934  2.2114  0.3407
H  23.9429  -14.8495  3.1191  -0.1668
H  25.5016  -13.2877  3.5285  0.2144
C  25.2912  -17.6104  6.0240  -1.3419
C  24.2604  -16.6246  6.5667  1.0350
O  22.9688  -17.2111  6.5548  -0.4106
H  25.3080  -17.6643  4.9361  0.2725
H  25.1462  -18.5743  6.5096  0.3828
H  26.2674  -17.1893  6.2827  0.3610
H  24.3087  -15.7121  5.9747  -0.1433
H  24.5290  -16.3987  7.6032  -0.4174
H  22.8608  -17.9450  7.1614  0.2848
C  22.6489  -10.9120  11.5937  -1.2477
C  23.5827  -11.8758  10.8822  1.6781
O  24.4837  -12.5603  11.7598  -0.6610
H  22.0407  -11.2999  12.4173  0.2806
H  21.8643  -10.5527  10.9204  0.0294
H  23.1451  -10.0395  12.0220  0.3850
H  24.0433  -11.3272  10.0605  -0.3618
H  23.0683  -12.7442  10.4507  -0.3162
H  23.9450  -13.2167  12.2080  0.3647
C  22.0350  -4.3053  6.7747  -1.2823
C  20.8748  -5.2465  6.5348  -0.4559
O  21.2508  -6.6254  6.4136  0.3335
H  21.6792  -3.2923  6.9977  0.4023
H  22.6590  -4.1272  5.8992  0.2656
H  22.6298  -4.5458  7.6557  0.2611
H  20.3014  -4.9579  5.6537  0.2319
H  20.1506  -5.2471  7.3580  0.4359
H  21.4978  -6.9086  7.3163  -0.0773
C  23.8082  -7.2691  9.5811  -1.7301
C  23.0989  -8.3782  8.8995  2.3651
O  21.7499  -7.9037  8.6560  -1.0923
H  24.8321  -7.5812  9.8228  0.3849
H  23.3515  -6.7025  10.3902  0.3361
H  24.1076  -6.5009  8.8577  0.2897
H  23.0999  -9.3636  9.3729  -0.5322
H  23.4576  -8.5497  7.8758  -1.0552
H  21.3577  -8.7395  8.3470  -0.4985
C  26.3198  -13.2092  8.9607  -0.5010
C  26.3278  -13.7163  7.4981  0.6405
O  27.0651  -14.9391  7.5346  -0.6161
H  26.0158  -13.8736  9.7714  0.0852
H  25.6591  -12.3464  9.0853  -0.0575
H  27.3155  -12.8353  9.1994  0.4589
H  26.7635  -12.9501  6.8520  0.1836
H  25.3861  -13.8316  6.9535  -0.3327
H  26.9571  -15.4882  8.3103  0.3436

For the lowest unoccupied orbital energy, the calculation gives 0.0577 Ha. The charge is -1. The calculation puts the total energy at -5274.2479 hartree. Its HOMO energy is -0.15511 Eh. Its orbital gap is 5.8 eV. The value obtained for the relative energy (zero: lowest compared OMol25 entry of this formula, charge and spin) is 0.00 kJ/mol. The value obtained for the maximum force is 3.86 eV/A.